(1)
Formula: C19H14N2O
Source: the Open Molecules 2025 dataset
Level of theory: ωB97M-V with the def2-TZVPD basis set

```
36
Properties=species:S:1:pos:R:3:forces:R:3:lowdin_charge:R:1
O -2.928691 0.495202 0.840704 -0.964 1.196 -0.761 0.109
C -1.844343 0.016277 1.056011 -1.352 -0.558 -0.265 -0.346
C -1.019798 -0.719618 0.103868 0.903 -0.194 -1.664 -0.048
C -1.108158 -0.732059 -1.290450 2.845 -0.963 3.413 0.037
C -1.661017 0.214371 -2.243966 -1.837 2.068 -0.349 -0.144
C -1.211304 0.079032 -3.570042 -1.101 1.740 0.725 -0.055
C -1.477848 1.062263 -4.504713 0.451 0.426 -2.543 -0.074
C -2.225633 2.213900 -4.241721 0.754 -4.322 3.789 -0.128
N -2.777913 2.328319 -3.025400 0.255 -0.850 1.652 0.045
C -2.549871 1.416144 -2.014523 1.974 -0.650 -3.385 0.004
C 0.139100 -1.371473 0.987783 -0.401 0.382 -0.691 -0.089
C 1.492103 -0.684177 0.654740 -1.136 -0.398 1.056 -0.191
C 2.532018 -1.548905 0.425298 1.277 2.538 -1.206 -0.031
C 3.791056 -1.022125 0.022430 -2.135 0.748 1.970 -0.060
C 4.045546 0.340983 0.126343 -0.188 0.509 -0.196 -0.076
C 2.991603 1.227916 0.450894 -0.895 -2.147 -0.165 -0.063
C 1.708122 0.697192 0.688378 -0.293 1.442 -0.302 -0.019
N -0.352862 -1.084009 2.381358 2.030 -1.482 -2.047 0.001
C 0.022424 -1.350899 3.656618 1.980 -2.521 -0.676 -0.092
C -0.789916 -0.710174 4.479001 -2.476 3.417 0.294 -0.079
C -1.684538 0.077837 3.663495 -0.585 0.120 0.928 0.023
C -1.364692 -0.224421 2.366650 -0.417 0.953 1.754 -0.224
H -0.245953 -1.423753 -1.630107 -1.691 1.111 -0.334 0.148
H -0.619394 -0.718440 -3.908116 0.720 -1.167 0.030 0.094
H -1.069165 0.909862 -5.554382 -0.509 0.252 1.426 0.122
H -2.431583 2.944768 -4.897091 -0.552 2.443 -2.413 0.063
H -3.015914 1.726787 -1.112047 -0.124 -0.544 0.804 0.079
H 0.245268 -2.468374 0.815946 -0.168 0.797 0.206 0.155
H 2.306179 -2.560384 0.505114 0.178 -1.791 -0.083 0.086
H 4.556081 -1.706077 -0.048364 1.823 -1.262 -0.680 0.072
H 5.067811 0.716889 -0.046400 -0.672 -0.175 0.039 0.109
H 3.068376 2.282270 0.494192 0.536 0.822 0.012 0.087
H 0.874512 1.460307 0.841806 1.023 -1.386 -0.034 0.144
H 0.711285 -2.118095 4.022554 0.168 0.434 -0.941 0.131
H -0.676994 -0.508099 5.513351 0.003 -0.586 0.813 0.092
H -2.495896 0.740764 3.990791 0.577 -0.401 -0.175 0.118
```
Forces are in eV/Å.

Values from the calculation:
E_LUMO: -0.02982 hartree
net charge: 0
Kohn-Sham gap: 7.75 eV
strongest force on any atom: 5.80 eV/A
relative energy (zero: lowest compared OMol25 entry of this formula, charge and spin): 0.0 kJ/mol
HOMO: -8.6 eV
SMILES: O=C1/C(=C\c2cccnc2)[C@@H](c2ccccc2)n2cccc21

(2)
Formula: C5H10O
Source: the Open Molecules 2025 dataset
Level of theory: ωB97M-V with the def2-TZVPD basis set

```
16
Properties=species:S:1:pos:R:3:forces:R:3:lowdin_charge:R:1
C -1.068447 -0.714358 -1.142388 -0.015 0.050 -0.090 -0.067
C -0.901687 -0.277322 0.310549 0.155 -0.070 0.103 -0.414
C 0.486962 -0.119119 0.808071 0.153 -0.402 -0.068 -0.087
C 1.737130 -0.449723 0.056728 -0.034 0.093 -0.041 -0.058
C -1.066991 1.149124 0.716483 -0.306 0.120 -0.181 -0.179
O 0.211539 1.709457 0.102302 0.139 0.199 0.202 -0.116
H -0.542816 -0.026179 -1.813000 -0.083 -0.096 0.094 0.077
H -2.129752 -0.691554 -1.411223 0.157 -0.005 0.050 0.078
H -0.694565 -1.731412 -1.323768 -0.044 0.143 0.048 0.076
H -1.463868 -0.926459 0.998034 0.079 0.108 -0.053 0.148
H 0.580288 -0.080382 1.888826 -0.064 0.029 -0.135 0.121
H 2.601955 0.099423 0.441400 -0.150 -0.075 -0.039 0.086
H 1.927830 -1.521610 0.221544 -0.041 0.137 0.019 0.102
H 1.645295 -0.276288 -1.016480 -0.013 -0.047 0.172 0.080
H -1.942930 1.670424 0.317085 0.156 -0.109 0.106 0.066
H 0.600526 2.231633 0.812404 -0.087 -0.075 -0.188 0.088
```
Forces are in eV/Å.

Values from the calculation:
E_LUMO (alpha / beta): 0.01820 / 0.01814 hartree
net charge: 0
Kohn-Sham gap (alpha / beta): 7.10 / 7.10 eV
strongest force on any atom: 0.44 eV/A
relative energy (zero: lowest compared OMol25 entry of this formula, charge and spin): 514.4 kJ/mol
HOMO (alpha / beta): -6.6 / -6.6 eV

(3)
Formula: C30H45FN3O4P2S
Source: the Open Molecules 2025 dataset
Level of theory: ωB97M-V with the def2-TZVPD basis set

```
86
Properties=species:S:1:pos:R:3:forces:R:3:lowdin_charge:R:1
C 2.345890 0.206954 -2.952907 0.057 -1.057 0.318 -0.047
C 2.278323 -1.176831 -3.746942 0.744 -1.425 -0.241 -0.361
N 3.066079 -2.221220 -3.519575 -1.679 3.659 0.241 0.089
C 1.149035 -1.362979 -4.889553 -0.482 -0.020 1.407 -0.124
C -0.125264 -0.507115 -4.461641 -2.640 1.274 0.925 -0.156
C -0.445135 0.923212 -4.953548 -3.142 -0.278 1.667 -0.187
N 0.433958 1.644443 -5.888919 -0.297 -3.574 -0.955 0.075
C 0.547136 1.031486 -7.052272 0.753 0.619 0.082 -0.342
C -0.536388 0.076314 -7.735691 1.055 -0.654 0.387 -0.046
C 1.951599 1.252986 -7.830238 -0.849 0.753 0.919 -0.059
C -1.731996 1.679816 -4.465404 0.435 -3.399 1.565 0.053
C -2.719589 1.046726 -3.439833 3.429 -0.915 -1.356 -0.112
C -4.005602 1.878837 -3.000434 -0.213 -1.798 -0.235 -0.119
C -5.281519 1.308473 -3.839702 -0.179 0.394 0.559 -0.153
F -5.952059 2.415294 -4.490170 0.842 -1.526 0.718 -0.123
C -2.373596 -0.391012 -2.902390 1.632 2.059 -2.498 -0.129
C -1.101320 -1.143887 -3.439478 -1.494 3.059 -0.040 -0.324
S -0.859640 -2.844550 -2.701627 -0.498 1.663 0.827 0.854
C -1.324567 -2.521953 -0.919299 -1.459 1.385 1.703 -0.400
C -0.551675 -3.168944 0.251995 -2.969 2.506 0.016 -0.295
P 0.873125 -4.354234 -0.178438 0.959 -0.945 3.751 0.722
O 1.384521 -5.134212 1.069469 -1.422 1.692 -2.886 -0.511
C -0.937972 -2.842104 1.711233 -1.358 0.910 -3.147 0.010
C -2.108031 -1.855625 1.950122 0.848 -0.865 -2.066 -0.175
O -2.460397 -1.499235 3.272786 1.023 -0.414 -2.568 -0.126
C -1.302885 -1.362969 4.147002 1.064 0.704 1.667 -0.163
C -0.230886 -0.262070 3.696959 1.129 0.384 0.748 -0.301
C -0.593938 1.243271 4.118847 0.307 0.095 -0.695 -0.079
C 1.181667 -0.606186 4.449650 -0.099 -0.578 -0.212 -0.139
C 2.427650 -0.699297 3.434789 0.572 -0.250 0.285 -0.387
C 2.326737 -1.945165 2.403972 0.306 -0.212 0.239 -0.113
C 2.763670 0.672802 2.672759 0.670 -0.799 0.287 -0.099
C -2.920431 -1.232491 0.754383 1.595 -1.831 -0.766 -0.141
P -4.373976 -0.037764 1.075943 2.848 2.960 0.348 0.739
O -3.931938 1.450874 1.049332 -1.206 -3.329 -0.215 -0.496
C -2.549825 -1.550255 -0.744156 2.089 -1.853 3.665 -0.170
N -3.265327 -1.001049 -1.900701 2.613 -0.198 0.637 0.030
H 1.377728 0.346427 -2.336666 1.449 -0.049 -1.253 0.094
H 2.516803 1.067628 -3.689561 -0.369 -1.145 1.203 0.088
H 3.195881 0.117996 -2.173428 -1.213 0.324 -1.425 0.085
H 3.692110 -1.875820 -2.756197 -0.259 -0.687 -0.602 0.040
H 0.855182 -2.474022 -4.846579 0.503 1.675 -0.129 0.096
H 1.530669 -1.167954 -5.944816 -0.437 0.086 1.542 0.100
H -1.594620 0.492968 -7.640698 1.555 -0.544 -0.096 0.091
H -0.237891 -0.136616 -8.830915 -0.604 0.593 1.752 0.083
H -0.478150 -0.941724 -7.196377 -0.339 1.522 -0.807 0.082
H 2.748095 0.547615 -7.378597 -1.443 0.873 -0.849 0.084
H 2.292582 2.312388 -7.527393 -0.475 -1.606 -0.736 0.085
H 1.848517 1.125649 -8.960574 0.282 0.184 1.649 0.071
H -1.964081 2.732023 -4.858419 0.552 -1.813 0.629 0.109
H -3.898254 3.012626 -3.133494 -0.062 -1.851 0.086 0.131
H -4.232033 1.634589 -1.903892 0.502 0.763 -1.342 0.091
H -6.049053 0.821675 -3.124275 1.128 0.902 -1.174 0.118
H -4.986271 0.531422 -4.622277 -0.318 1.311 0.916 0.122
H 0.437544 -5.254699 -1.231118 0.159 0.998 0.419 0.014
H 1.936530 -3.498624 -0.659859 -0.955 -0.458 -0.287 0.019
H -0.330485 -3.351157 2.544412 -1.243 1.050 -1.502 0.106
H -0.796227 -2.376697 4.384055 -0.926 1.474 -0.772 0.116
H -1.719531 -1.007242 5.166569 0.422 -0.563 -1.749 0.151
H 0.017923 -0.249787 2.583235 -0.750 -0.445 1.291 0.121
H -1.618882 1.599962 3.737992 1.341 -0.722 0.707 0.081
H 0.178154 1.939544 3.611350 -1.161 -1.107 0.993 0.089
H -0.443223 1.381537 5.240884 -0.384 0.063 -1.479 0.072
H 1.358343 0.151650 5.296191 -0.082 -0.889 -1.466 0.109
H 1.128613 -1.640165 4.973113 -0.032 1.486 -0.829 0.109
H 3.352917 -0.935111 4.091217 -1.470 0.431 -0.903 0.131
H 1.731206 -1.693392 1.462635 0.574 -0.241 1.294 0.054
H 3.370063 -2.286476 2.038684 -1.528 0.719 0.632 0.083
H 1.868081 -2.879808 2.905505 0.644 1.519 -0.785 0.071
H 3.847198 0.566557 2.278567 -1.703 0.298 0.484 0.078
H 2.739747 1.536806 3.419362 -0.145 -1.053 -1.155 0.088
H 2.083349 0.834933 1.771521 0.737 -0.038 1.294 0.072
H -5.309971 -0.289900 0.002454 0.244 -0.383 0.841 0.003
H -4.931733 -0.372233 2.373539 0.124 -0.299 -1.163 0.029
H -4.048019 -0.392185 -1.635924 0.724 -0.322 -0.201 0.056
C 3.246487 3.956716 7.032343 0.567 0.262 0.802 -0.126
C 1.897757 3.272636 7.332795 0.991 -1.067 -1.487 -0.736
C 2.165280 1.853538 7.873427 0.387 -0.059 0.941 -0.127
O 1.221083 3.161236 6.183545 -1.204 0.230 -0.379 -0.324
H 3.833976 3.407556 6.287589 -0.284 -0.103 -0.013 0.055
H 3.101670 4.977358 6.662560 -0.171 -0.140 -0.026 0.053
H 3.856628 4.023262 7.945299 0.182 0.102 0.052 0.044
H 1.452218 3.838655 8.175777 -0.447 0.282 0.141 0.096
H 2.716406 1.232852 7.157026 -0.077 0.239 -0.149 0.050
H 1.230038 1.337327 8.118090 -0.026 0.161 -0.133 0.053
H 2.764211 1.898142 8.795002 0.056 -0.161 0.145 0.045
```
Forces are in eV/Å.

Values from the calculation:
E_LUMO: 0.03764 hartree
net charge: -1
Kohn-Sham gap: 3.65 eV
strongest force on any atom: 4.61 eV/A
HOMO: -2.6 eV